1.
Formula: C21H25N3O3S
Source: OMol25
Level of theory: ωB97M-V/def2-TZVPD

The geometry in XYZ format:
```
53
Properties=species:S:1:pos:R:3:lowdin_charge:R:1
C 1.412 2.241 6.369 -0.06
C 2.085 2.943 5.193 -0.25
O 2.533 2.038 4.203 -0.05
C 1.648 1.469 3.346 -0.26
C 2.184 0.519 2.471 0.01
C 1.388 -0.112 1.547 -0.01
C 0.021 0.170 1.455 -0.19
C -0.787 -0.526 0.452 -0.25
C -2.247 -0.797 0.720 -0.10
C -2.398 -2.146 1.449 -0.07
C -1.655 -2.102 2.762 -0.55
O -0.660 -2.720 3.023 0.12
O -2.237 -1.270 3.636 0.11
N -0.153 -0.921 -0.587 0.09
N -0.723 -1.600 -1.590 -0.01
C -0.062 -1.733 -2.778 -0.87
S -0.893 -2.302 -4.083 0.63
N 1.250 -1.432 -2.756 0.00
C 1.948 -0.982 -3.934 -0.20
C 2.065 0.555 -3.940 -0.13
C 0.731 1.161 -3.598 -0.25
C 0.465 1.594 -2.305 -0.06
C -0.793 2.055 -1.961 -0.09
C -1.802 2.086 -2.907 -0.09
C -1.544 1.667 -4.201 -0.08
C -0.285 1.207 -4.544 -0.06
C -0.504 1.121 2.325 -0.03
C 0.291 1.763 3.258 -0.01
H 2.093 1.512 6.800 0.08
H 0.511 1.723 6.050 0.06
H 1.148 2.971 7.129 0.08
H 2.996 3.443 5.533 0.12
H 1.420 3.699 4.755 0.12
H 3.236 0.294 2.548 0.12
H 1.806 -0.858 0.890 0.11
H -2.812 -0.824 -0.215 0.11
H -2.675 -0.014 1.344 0.11
H -3.454 -2.335 1.650 0.13
H -1.987 -2.958 0.849 0.13
H -1.729 -1.243 4.462 0.14
H -1.710 -1.851 -1.604 0.11
H 1.552 -1.034 -1.873 0.12
H 1.373 -1.325 -4.797 0.07
H 2.941 -1.438 -3.963 0.12
H 2.810 0.863 -3.203 0.11
H 2.398 0.878 -4.927 0.12
H 1.242 1.565 -1.554 0.11
H -0.983 2.379 -0.947 0.10
H -2.788 2.436 -2.638 0.10
H -2.328 1.687 -4.944 0.10
H -0.093 0.867 -5.551 0.12
H -1.547 1.396 2.278 0.11
H -0.165 2.499 3.902 0.11
```

Properties
HOMO level: -0.287 hartree
E_LUMO: 0.015 Eh
multiplicity: 1
net charge: 0
Kohn-Sham gap: 8.205 eV
ΔE to the lowest compared entry with this formula, charge and spin: 209.47 kJ/mol
SMILES string: CCOc1ccc(/C(CCC(=O)O)=N/NC(=S)NCCc2ccccc2)cc1
maximum force: 0.8 eV/A



2.
Formula: C26H56Li3O23
Source: OMol25
Level of theory: ωB97M-V/def2-TZVPD

The geometry in XYZ format:
```
108
Properties=species:S:1:pos:R:3:lowdin_charge:R:1
Li -1.693 -1.085 0.106 0.62
Li 0.067 -3.403 -0.063 0.63
Li 6.065 1.851 1.174 0.81
C -3.798 -4.221 -1.025 0.01
C -4.491 -5.485 -1.137 -0.37
C -3.794 -6.735 -0.617 -0.42
O -4.386 -7.783 -0.619 0.03
C -2.492 -6.578 -0.053 -0.01
C -1.834 -5.368 0.021 -0.39
C -2.529 -4.125 -0.546 -0.36
O -1.887 -2.991 -0.497 -0.23
O -0.679 -5.232 0.556 -0.12
O -5.597 -5.563 -1.641 0.04
H -4.245 -3.345 -1.479 0.10
H -2.026 -7.430 0.422 0.10
C 0.825 2.092 0.944 0.02
C 2.199 2.101 1.176 -0.32
C 2.998 0.842 0.950 -0.31
O 4.290 0.862 1.049 -0.18
C 2.329 -0.323 0.615 0.03
C 0.925 -0.384 0.552 -0.31
C 0.119 0.931 0.642 -0.31
O -1.116 0.870 0.524 -0.03
O 0.320 -1.448 0.447 -0.03
O 2.780 3.138 1.624 -0.08
H 0.310 3.040 1.024 0.11
H 2.832 -1.255 0.394 0.12
C -0.822 3.550 -1.719 -0.10
O -0.995 3.623 -3.117 -0.19
C -2.050 4.472 -3.501 -0.21
C -2.190 4.400 -5.000 -0.23
O -2.833 3.203 -5.323 -0.17
C -3.230 3.156 -6.640 -0.14
H -1.556 2.864 -1.284 0.07
H -0.835 4.522 -1.215 0.10
H 0.179 3.136 -1.598 0.08
H -1.830 5.488 -3.142 0.13
H -3.007 4.131 -3.073 0.14
H -1.162 4.418 -5.403 0.14
H -2.716 5.272 -5.401 0.13
H -2.483 3.573 -7.325 0.09
H -4.181 3.674 -6.845 0.09
H -3.406 2.112 -6.908 0.09
C 0.202 0.132 -3.075 -0.06
O -0.504 -0.880 -2.377 -0.23
C -1.755 -1.190 -2.963 -0.18
C -2.858 -0.248 -2.616 -0.19
O -3.163 -0.368 -1.246 -0.23
C -3.988 0.661 -0.760 -0.08
H 0.531 -0.214 -4.061 0.10
H 1.101 0.374 -2.492 0.10
H -0.356 1.064 -3.142 0.08
H -2.006 -2.206 -2.655 0.13
H -1.654 -1.228 -4.059 0.14
H -3.709 -0.459 -3.280 0.14
H -2.590 0.806 -2.818 0.13
H -4.893 0.771 -1.365 0.10
H -3.444 1.613 -0.715 0.08
H -4.276 0.394 0.254 0.09
C 2.580 -4.791 0.196 -0.12
O 1.937 -4.050 1.196 -0.22
C 2.759 -3.905 2.335 -0.19
C 2.022 -3.039 3.300 -0.22
O 0.858 -3.714 3.694 -0.16
C -0.080 -2.892 4.321 -0.10
H 2.954 -5.743 0.586 0.10
H 3.376 -4.195 -0.284 0.09
H 1.856 -5.053 -0.576 0.08
H 3.665 -3.378 2.009 0.13
H 2.939 -4.878 2.807 0.14
H 1.709 -2.121 2.766 0.12
H 2.625 -2.726 4.161 0.12
H 0.263 -2.536 5.304 0.09
H -0.955 -3.521 4.490 0.10
H -0.363 -2.051 3.675 0.08
O 5.472 3.747 0.983 -0.14
H 5.365 3.992 0.054 0.05
H 4.528 3.680 1.356 0.05
O 4.417 2.381 4.270 -0.06
H 3.739 2.460 3.582 0.01
H 4.190 1.583 4.762 0.03
O 2.376 4.980 -0.926 -0.05
H 2.312 5.733 -0.328 0.04
H 2.415 4.211 -0.339 0.00
O 4.428 -0.934 3.572 -0.05
H 4.252 -0.649 2.659 0.01
H 5.339 -0.667 3.730 0.04
O -2.254 3.159 1.772 -0.07
H -1.588 3.760 2.130 0.01
H -1.753 2.436 1.337 -0.01
O 0.962 -3.001 -1.876 -0.08
H 1.892 -2.988 -2.119 0.05
H 0.588 -2.143 -2.178 0.01
O 5.141 -0.902 -0.889 -0.08
H 4.683 -0.409 -0.175 -0.03
H 4.475 -1.491 -1.256 0.02
C -2.631 -0.240 2.872 -0.13
O -2.387 -1.373 2.042 -0.16
H -3.140 -0.538 3.789 0.09
H -1.732 0.346 3.030 0.08
H -3.337 0.442 2.378 0.07
H -2.814 -2.137 2.436 0.10
C 1.340 5.177 4.220 -0.14
O 0.663 4.280 3.333 -0.14
H 1.723 6.044 3.674 0.07
H 0.646 5.422 5.021 0.07
H 2.197 4.695 4.711 0.07
H 1.333 3.947 2.715 0.02
```

Properties
HOMO level: -0.131 hartree
E_LUMO: 0.017 Eh
multiplicity: 1
net charge: -1
Kohn-Sham gap: 4.049 eV
ΔE to the lowest compared entry with this formula, charge and spin: 0.00 kJ/mol
maximum force: 2.2 eV/A



3.
Formula: C2H3F3S2
Source: OMol25
Level of theory: ωB97M-V/def2-TZVPD

The geometry in XYZ format:
```
10
Properties=species:S:1:pos:R:3:lowdin_charge:R:1
C 0.942 -0.614 0.607 -0.89
C -1.225 -0.238 -0.775 -0.45
F -0.892 0.863 -1.513 0.02
F -2.419 -0.013 -0.219 0.11
F -1.244 -1.272 -1.643 0.08
S 0.397 -0.012 2.157 0.72
S 1.859 0.380 -0.551 0.74
H 1.151 -1.664 0.688 0.01
H 0.400 1.242 1.777 -0.15
H 1.031 1.328 -0.528 -0.19
```

Properties
HOMO level (spin up / spin down): -0.294 / -0.339 hartree
E_LUMO (spin up / spin down): -0.022 / -0.018 Eh
multiplicity: 1
net charge: 0
Kohn-Sham gap (spin up / spin down): 7.405 / 8.737 eV
ΔE to the lowest compared entry with this formula, charge and spin: 146.87 kJ/mol
maximum force: 3.3 eV/A



4.
Formula: C6H13CuMgO5
Source: OMol25
Level of theory: ωB97M-V/def2-TZVPD

The geometry in XYZ format:
```
26
Properties=species:S:1:pos:R:3:mulliken_spin:R:1
O -0.264 1.587 0.407 0.12
C 0.330 2.832 0.026 0.00
C 0.894 2.746 -1.378 0.01
O -0.101 2.153 -2.219 -0.08
C 0.223 2.199 -3.611 -0.02
Cu -1.032 0.632 -1.251 1.54
H 1.117 3.119 0.735 0.00
H -0.479 3.570 0.074 0.01
H 1.805 2.131 -1.421 0.00
H 1.131 3.755 -1.745 0.00
H -0.400 1.456 -4.120 0.02
H 0.002 3.200 -4.003 0.00
H 1.287 1.962 -3.754 0.00
O 0.362 -0.428 -0.358 0.22
C 0.621 0.445 0.640 0.04
O 0.277 -0.017 1.909 -0.01
C 0.615 -1.337 2.190 -0.01
O -0.387 -2.236 1.721 -0.02
C -1.490 -2.416 2.625 0.00
Mg -0.706 -2.091 -0.296 0.16
H 1.668 0.794 0.637 0.01
H 0.690 -1.434 3.279 0.00
H 1.560 -1.626 1.713 0.00
H -2.250 -3.006 2.102 0.00
H -1.145 -2.965 3.508 0.00
H -1.905 -1.440 2.912 0.00
```

Properties
expectation value of S²: 2.00
HOMO level (spin up / spin down): -0.544 / -0.666 hartree
E_LUMO (spin up / spin down): -0.311 / -0.395 Eh
multiplicity: 3
net charge: +2
Kohn-Sham gap (spin up / spin down): 6.349 / 7.360 eV
ΔE to the lowest compared entry with this formula, charge and spin: 36.12 kJ/mol
maximum force: 1.6 eV/A



5.
Formula: C35H32FN5O3SZr
Source: OMol25
Level of theory: ωB97M-V/def2-TZVPD

The geometry in XYZ format:
```
78
Properties=species:S:1:pos:R:3:lowdin_charge:R:1
Zr -0.237 -0.768 -0.979 1.83
N 3.959 -0.179 -1.471 0.15
C 4.753 -1.142 -0.816 -0.23
C 6.083 -1.394 -1.240 0.01
C 6.861 -2.309 -0.524 -0.05
C 6.378 -2.932 0.642 -0.05
C 5.097 -2.653 1.092 -0.08
C 4.268 -1.775 0.339 -0.45
S 2.650 -1.588 0.990 1.05
N 1.893 -0.823 -0.460 -0.35
C 2.613 -0.075 -1.327 -0.31
C 1.945 0.929 -2.143 -0.18
C 2.526 2.162 -2.530 0.03
C 1.822 2.994 -3.401 0.03
C 0.479 2.636 -3.757 0.02
C -0.098 1.464 -3.294 -0.05
N 0.637 0.635 -2.488 -0.04
H 4.410 0.343 -2.224 0.16
H 6.447 -0.766 -2.082 0.13
H 7.833 -2.657 -0.868 0.12
H 6.953 -3.639 1.224 0.12
H 4.756 -3.006 2.068 0.12
H 3.590 2.273 -2.243 0.13
H 2.235 3.923 -3.766 0.13
H -0.084 3.309 -4.382 0.12
H -1.122 1.187 -3.449 0.11
C -2.119 1.143 6.102 -0.03
C -2.104 2.247 4.987 -0.30
C -3.304 3.127 5.346 -0.15
C -3.440 4.285 4.377 -0.11
C -3.104 3.873 2.923 -0.09
C -3.070 4.881 1.945 0.09
C -2.724 4.582 0.609 -0.21
F -2.804 5.505 -0.393 0.08
C -2.409 3.298 0.270 0.08
C -2.242 2.307 1.268 -0.07
C -1.730 1.062 0.975 -0.20
O -1.270 0.911 -0.286 -0.21
C -1.493 0.134 2.047 -0.01
C -1.550 0.567 3.355 0.10
N -2.125 1.774 3.640 0.04
C -2.531 2.622 2.623 -0.04
C -0.751 -1.126 1.747 -0.58
O 0.084 -1.576 2.523 0.05
O -1.060 -1.716 0.616 -0.19
H -2.284 1.732 7.015 0.09
H -1.125 0.713 6.274 0.09
H -2.932 0.439 6.040 0.09
H -1.156 2.800 5.133 0.18
H -3.127 3.573 6.326 0.13
H -4.244 2.562 5.422 0.14
H -2.713 5.099 4.579 0.14
H -4.470 4.723 4.429 0.14
H -3.413 5.860 2.237 0.14
H -2.250 2.960 -0.752 0.13
H -1.136 -0.071 4.148 0.16
C 1.793 -3.673 -1.273 -0.11
N 0.373 -3.236 -1.438 -0.32
C -0.398 -4.164 -0.585 -0.08
C -0.003 -3.449 -2.847 -0.19
C -1.145 -2.620 -3.309 -0.25
C -1.644 -2.844 -4.615 -0.02
C -2.694 -2.061 -5.059 -0.06
C -3.275 -1.076 -4.242 -0.07
C -2.766 -0.874 -2.964 -0.14
C -1.625 -1.569 -2.512 -0.23
H 1.869 -4.698 -1.599 0.09
H 2.096 -3.670 -0.184 0.06
H 2.470 -3.001 -1.880 0.10
H -0.251 -5.203 -0.899 0.10
H -1.498 -3.997 -0.707 0.11
H -0.140 -3.988 0.466 0.09
H -0.250 -4.504 -3.036 0.14
H 0.831 -3.236 -3.534 0.14
H -1.280 -3.665 -5.227 0.12
H -3.147 -2.289 -6.029 0.12
H -4.093 -0.464 -4.621 0.11
H -3.273 -0.157 -2.339 0.09
```

Properties
HOMO level: -0.481 hartree
E_LUMO: -0.248 Eh
multiplicity: 1
net charge: +2
Kohn-Sham gap: 6.345 eV
ΔE to the lowest compared entry with this formula, charge and spin: 0.00 kJ/mol
maximum force: 3.6 eV/A